# C4H8Cl2N

2 unconnected molecules or ions with the total composition C4H8Cl2N (wB97M-V/def2-TZVPD, OMol25).

Values from the calculation:
Energy, eV: -30800.4499
Total charge: +1
Frontier orbital gap (alpha / beta), eV: 7.304 / 9.838

Last column: Mulliken charge in e.
Element x y z (Å)
C  1.74063  -2.02076  -1.17860  -0.586
C  0.19732  -2.16167  -1.25720  0.024
C  0.87756  -2.22207  0.03524  0.179
C  -0.04532  1.66894  1.42528  -0.736
N  -1.24044  1.38316  0.62876  -0.151
Cl  -0.81074  -0.85027  -1.82880  -0.233
Cl  0.64915  -1.16090  1.39448  -0.059
H  2.31865  -2.84196  -1.54163  0.235
H  2.13090  -1.04860  -1.12455  0.249
H  -0.04893  -3.12379  -1.82329  0.328
H  0.84323  1.78282  0.90497  0.443
H  -0.33836  1.83608  2.44455  0.399
H  -0.93410  0.78621  -0.17618  0.074
H  -1.49728  2.23622  0.18200  0.405
H  -2.19325  0.98059  1.09498  0.431

Force components x, y, z for each atom (eV/Å):
-1.64 -0.36 1.81
0.80 -1.86 -1.16
-0.38 0.12 -0.25
-2.75 -0.53 1.58
-1.35 -1.59 -0.20
-0.09 0.33 0.16
0.20 -0.71 -0.87
0.37 -0.20 -0.29
0.83 1.17 -0.61
-0.06 1.40 1.23
1.39 0.28 -0.64
0.86 0.21 0.28
-0.67 -0.34 0.49
-0.73 1.16 -0.51
3.21 0.91 -1.02